[1]
The following is a quantum chemistry calculation of a structure of composition C10H17BBr3ClF7KLi2MgNO6, from OMol25.

Structure (XYZ):
```
50
Properties=species:S:1:pos:R:3:mulliken_charge:R:1
N 4.78 0.47 1.50 -0.586
C 3.95 1.18 0.60 0.101
C 2.45 1.07 1.02 -0.175
C 1.51 0.63 -0.12 0.935
C 0.34 -0.21 0.35 0.749
F -0.24 -0.85 -0.70 -0.352
F 0.62 -1.14 1.23 -0.251
C -0.71 0.81 0.83 0.566
F -1.56 0.31 1.65 -0.157
F -0.12 1.92 1.49 -0.295
F -1.45 1.24 -0.28 -0.354
H 5.30 -0.24 1.00 0.167
H 4.26 2.23 0.59 0.264
H 4.10 0.81 -0.43 -0.341
H 2.18 2.08 1.31 0.276
H 2.36 0.42 1.88 0.355
H 2.06 0.03 -0.83 -0.232
H 1.17 1.45 -0.73 -0.888
Li 3.60 -0.04 -1.73 0.799
C 7.31 -2.32 -3.17 -0.473
O 5.98 -1.80 -2.93 -0.614
H 8.03 -1.59 -2.82 0.251
H 7.43 -3.25 -2.62 0.283
H 7.46 -2.50 -4.25 0.227
H 5.36 -2.47 -3.23 0.363
K 5.33 -2.03 -5.11 0.920
O 5.84 1.83 -6.00 -0.607
H 5.25 2.40 -6.50 0.317
H 6.65 2.35 -5.90 0.319
Cl 0.32 0.96 3.63 -0.372
Mg -1.18 3.17 -0.01 0.739
Br 2.13 1.93 -3.09 -0.577
B -4.94 2.01 1.61 0.898
O -6.38 1.84 1.37 -0.580
C -6.96 1.34 2.47 0.403
O -8.12 1.13 2.61 -0.599
C -5.85 1.17 3.54 0.624
O -6.00 0.77 4.65 -0.621
O -4.69 1.56 3.00 -0.442
F -4.56 3.36 1.47 -0.348
F -4.19 1.23 0.70 -0.368
Li 1.13 3.43 -2.21 0.600
Br -7.13 -4.32 -0.04 -0.152
C -5.95 -3.98 1.47 -0.572
C -6.44 -2.85 2.33 -0.616
Br -6.12 -1.12 1.52 -0.011
H -4.97 -3.78 1.05 0.326
H -5.92 -4.91 2.03 0.367
H -5.90 -2.83 3.27 0.365
H -7.51 -2.91 2.53 0.370
```

E_LUMO, eV: -7.119
Highest occupied orbital energy, eV: -9.437
Total charge: +1
Spin multiplicity: 1
Total energy, Eh: -10618.36347
HOMO-LUMO gap, eV: 2.3


[2]
The following is a quantum chemistry calculation of a structure of composition C41H32CaCl2F3NO7SSb, from OMol25.

Structure (XYZ):
```
89
Properties=species:S:1:pos:R:3:mulliken_charge:R:1
Ca 0.53 1.32 0.36 1.862
C 1.38 1.67 -4.01 -2.058
C 1.43 1.08 -2.62 0.994
O 0.88 1.73 -1.72 -0.750
C 2.14 -0.17 -2.40 0.306
C 2.96 -0.69 -3.43 -0.798
C 3.75 -1.79 -3.25 -1.054
C 3.74 -2.43 -1.99 -0.583
C 2.92 -2.00 -0.98 -0.399
C 2.07 -0.88 -1.15 1.027
O 1.23 -0.57 -0.22 -0.689
H 0.79 2.58 -3.97 0.326
H 0.92 0.97 -4.71 0.370
H 2.38 1.91 -4.37 0.546
H 2.99 -0.18 -4.38 0.358
H 4.38 -2.16 -4.05 0.387
H 4.38 -3.29 -1.82 0.417
H 2.90 -2.49 -0.02 0.448
Cl 0.66 4.32 1.24 -0.083
C 0.21 4.51 2.93 0.638
C -0.62 5.56 3.26 -0.713
C -1.10 5.67 4.55 -0.564
C -0.81 4.68 5.47 -0.629
C 0.01 3.61 5.11 0.861
Cl 0.10 2.27 6.21 -0.197
C 0.64 3.55 3.87 -0.332
N 1.56 2.58 3.51 0.493
C 2.61 2.07 4.29 0.344
C 3.09 2.74 5.41 -0.262
C 4.15 2.24 6.15 -0.674
C 4.77 1.07 5.76 -0.761
C 4.33 0.42 4.61 -0.547
C 3.25 0.89 3.87 -0.128
C 2.82 0.15 2.61 -0.349
C 3.30 0.93 1.38 0.609
O 4.40 0.70 0.92 -0.735
O 2.48 1.85 0.97 -1.081
H -0.91 6.26 2.49 0.417
H -1.74 6.50 4.83 0.377
H -1.26 4.68 6.45 0.413
H 1.72 2.44 2.51 0.101
H 2.62 3.68 5.70 0.476
H 4.49 2.78 7.02 0.385
H 5.60 0.67 6.33 0.367
H 4.82 -0.48 4.27 0.387
H 1.73 0.05 2.61 -0.010
H 3.27 -0.84 2.58 0.672
F -4.06 0.72 0.45 -0.211
C -3.46 0.75 1.65 0.387
F -3.23 -0.50 2.04 -0.200
F -4.32 1.30 2.51 -0.234
S -1.90 1.76 1.58 1.309
O -2.26 2.90 2.37 -0.556
O -1.65 2.03 0.14 -0.768
O -0.83 0.89 2.13 -0.680
C -5.93 -3.83 -1.46 -0.460
C -4.78 -4.50 -1.07 -0.521
C -3.58 -3.80 -0.92 -0.235
C -3.50 -2.44 -1.18 0.514
C -4.68 -1.78 -1.58 -0.506
C -5.88 -2.47 -1.72 -0.671
Sb -1.67 -1.27 -0.95 0.789
C -2.01 -0.40 -2.90 0.791
C -1.97 0.99 -3.05 -0.716
C -2.26 1.58 -4.29 -0.540
C -2.58 0.79 -5.38 -0.551
C -2.63 -0.60 -5.23 -0.752
C -2.35 -1.18 -4.00 -0.589
C -0.43 -2.90 -1.60 0.880
C -0.12 -3.85 -0.63 -0.836
C 0.65 -4.97 -0.94 -0.733
C 1.12 -5.15 -2.23 -0.557
C 0.85 -4.19 -3.19 -0.742
C 0.08 -3.07 -2.88 -0.565
H -6.87 -4.37 -1.57 0.357
H -4.81 -5.56 -0.87 0.385
H -2.70 -4.36 -0.63 0.292
H -4.65 -0.72 -1.80 0.297
H -6.77 -1.93 -2.02 0.377
H -1.73 1.63 -2.21 0.370
H -2.23 2.65 -4.38 0.438
H -2.80 1.24 -6.34 0.367
H -2.88 -1.22 -6.08 0.392
H -2.43 -2.26 -3.90 0.517
H -0.46 -3.72 0.40 0.424
H 0.88 -5.70 -0.17 0.404
H 1.71 -6.02 -2.48 0.385
H 1.24 -4.30 -4.20 0.399
H -0.10 -2.33 -3.65 0.362
```

E_LUMO, eV: 2.454
Highest occupied orbital energy, eV: -5.283
Energy above the lowest of the compared OMol25 structures with the same formula, charge and spin, kJ/mol: 104.3
Total charge: -1
Spin multiplicity: 1
Total energy, Eh: -4699.33655
HOMO-LUMO gap, eV: 7.7


[3]
The following is a quantum chemistry calculation of an isolated molecule of C22H26N2O3S, from OMol25.

Structure (XYZ):
```
54
Properties=species:S:1:pos:R:3:mulliken_charge:R:1
C -8.80 -1.46 1.50 -1.500
C -7.85 -0.48 0.89 0.614
C -8.27 0.81 0.57 -0.688
C -7.42 1.73 0.00 -0.501
C -6.10 1.38 -0.27 -0.060
O -5.30 2.32 -0.83 -0.441
C -3.99 2.10 -1.15 0.126
O -3.35 2.99 -1.64 -0.638
C -3.48 0.77 -0.84 -0.768
C -2.16 0.31 -1.08 -0.196
C -1.99 -0.99 -0.68 0.638
C -0.82 -1.88 -0.70 0.315
O -0.87 -2.99 -0.19 -0.695
N 0.27 -1.40 -1.33 -0.077
C 1.52 -2.13 -1.38 -1.129
C 2.60 -1.48 -0.51 0.080
C 3.08 -0.14 -1.08 -1.121
N 4.14 0.53 -0.36 0.229
C 3.78 0.98 0.97 -0.673
C 4.83 1.98 1.46 -0.808
C 6.20 1.32 1.48 -0.909
C 6.52 0.76 0.09 0.743
C 7.87 0.05 0.08 -1.706
C 5.40 -0.19 -0.34 -1.063
S -3.44 -1.67 0.00 -0.362
C -4.29 -0.20 -0.26 0.517
C -5.65 0.08 0.05 1.533
C -6.54 -0.83 0.62 -0.760
H -9.65 -1.62 0.84 0.334
H -8.32 -2.41 1.70 0.354
H -9.19 -1.06 2.44 0.338
H -9.30 1.09 0.77 0.407
H -7.75 2.73 -0.25 0.463
H -1.41 0.94 -1.51 0.511
H 0.25 -0.47 -1.71 0.225
H 1.86 -2.19 -2.42 0.381
H 1.29 -3.13 -1.02 0.449
H 3.44 -2.17 -0.46 0.267
H 2.20 -1.34 0.50 0.242
H 3.43 -0.29 -2.11 0.289
H 2.24 0.56 -1.12 0.386
H 2.80 1.47 0.91 0.429
H 3.71 0.15 1.69 0.317
H 4.84 2.83 0.78 0.333
H 4.56 2.34 2.45 0.393
H 6.96 2.05 1.77 0.348
H 6.20 0.51 2.20 0.308
H 6.55 1.59 -0.62 0.245
H 7.86 -0.79 0.77 0.353
H 8.66 0.73 0.38 0.424
H 8.10 -0.33 -0.92 0.420
H 5.60 -0.57 -1.34 0.410
H 5.38 -1.05 0.36 0.307
H -6.17 -1.82 0.86 0.367
```

E_LUMO, eV: -0.362
Highest occupied orbital energy, eV: -8.442
Energy above the lowest of the compared OMol25 structures with the same formula, charge and spin, kJ/mol: 0.4
Spin multiplicity: 1
Structure (SMILES): Cc1ccc2oc(=O)c3cc(C(=O)NCCCN4CCC[C@@H](C)C4)sc3c2c1
Total energy, Eh: -1587.40839
HOMO-LUMO gap, eV: 8.1


[4]
The following is a quantum chemistry calculation of a cluster of 6 separate species, C22H40BClN5O6P in total, from OMol25.

Structure (XYZ):
```
76
Properties=species:S:1:pos:R:3:mulliken_charge:R:1
C 0.43 2.31 1.96 -0.408
O -0.23 1.28 2.75 -0.477
B -1.04 0.42 1.95 0.649
O -0.36 -0.40 0.96 -0.455
O -2.48 0.31 1.98 -0.173
C -3.08 0.90 3.11 0.694
O -2.68 0.79 4.30 -0.475
O -4.29 1.66 2.94 -0.338
P -4.70 1.84 1.28 0.567
O -6.34 1.37 1.02 -0.501
Cl -4.69 3.94 0.89 -0.316
H 1.00 2.98 2.70 0.271
H 1.23 1.87 1.26 0.022
H -0.34 2.96 1.39 0.199
H -1.00 -0.62 0.25 0.229
H -6.39 0.38 0.93 0.390
C 6.04 0.82 2.47 -1.172
C 4.71 0.08 2.55 -0.229
C 3.72 0.51 1.47 -0.249
C 3.34 1.92 1.60 0.377
N 3.04 3.03 1.69 -0.621
H 5.92 1.89 2.61 0.372
H 6.72 0.45 3.24 0.314
H 6.52 0.65 1.49 0.280
H 4.28 0.24 3.55 0.296
H 4.89 -0.99 2.46 0.258
H 2.82 -0.11 1.55 0.201
H 4.15 0.33 0.48 0.362
C 8.00 -2.19 6.37 -1.121
C 7.99 -3.60 5.78 -0.408
C 7.79 -3.61 4.27 -0.391
C 6.48 -3.08 3.88 0.192
N 5.46 -2.66 3.57 -0.464
H 7.04 -1.68 6.21 0.327
H 8.18 -2.23 7.44 0.325
H 8.79 -1.58 5.92 0.304
H 7.22 -4.19 6.27 0.302
H 8.95 -4.07 6.02 0.301
H 7.88 -4.65 3.91 0.294
H 8.59 -3.04 3.78 0.262
C -1.98 -3.47 -0.49 -0.789
C -3.23 -4.15 -1.03 -0.670
C -4.29 -3.16 -1.51 0.489
C -4.81 -2.33 -0.42 0.213
N -5.20 -1.67 0.43 -0.435
H -2.21 -2.85 0.39 0.204
H -1.24 -4.21 -0.19 0.364
H -1.53 -2.83 -1.25 0.121
H -3.64 -4.80 -0.25 0.342
H -2.95 -4.79 -1.87 0.353
H -5.12 -3.72 -1.95 0.373
H -3.88 -2.53 -2.29 -0.617
C -2.59 -0.72 -6.71 -1.183
C -3.70 -1.15 -5.77 -0.556
C -3.55 -0.55 -4.36 0.072
C -2.34 -1.03 -3.69 0.217
N -1.38 -1.40 -3.17 -0.567
H -1.61 -1.07 -6.36 0.340
H -2.75 -1.15 -7.71 0.352
H -2.55 0.36 -6.81 0.291
H -3.74 -2.24 -5.71 0.305
H -4.66 -0.82 -6.18 0.366
H -4.43 -0.83 -3.77 0.339
H -3.54 0.54 -4.42 0.037
C -2.77 5.44 -4.76 -1.160
C -2.87 5.38 -3.25 -0.491
C -2.92 3.96 -2.70 -0.028
C -4.11 3.23 -3.14 0.222
N -5.04 2.66 -3.51 -0.537
H -3.64 4.98 -5.24 0.336
H -2.71 6.48 -5.10 0.338
H -1.87 4.92 -5.11 0.303
H -3.76 5.94 -2.93 0.308
H -2.01 5.90 -2.82 0.331
H -2.91 4.00 -1.60 0.096
H -2.02 3.41 -3.00 0.330
```

E_LUMO, eV: 0.480
Highest occupied orbital energy, eV: -9.261
Spin multiplicity: 1
Structure (SMILES): COB(O)OC(=O)OP(O)Cl.CCCC#N.CCCC#N.CCCC#N.CCCC#N.CCCC#N
Total energy, Eh: -2414.01250
HOMO-LUMO gap, eV: 9.7